1.
Below is C57H39F3LaN9O2 as an isolated structure in a non-equilibrium geometry, with properties calculated with ωB97M-V with the def2-TZVPD basis set.

Atoms and positions in Å:
La -0.50 1.33 0.11
C 4.86 1.05 -5.37
C 4.37 2.17 -4.72
C 3.42 2.03 -3.72
C 2.95 0.77 -3.36
C 3.44 -0.35 -4.03
C 4.39 -0.21 -5.03
C 1.91 0.66 -2.31
C 0.58 0.69 -2.77
C 0.16 0.80 -4.15
C -1.19 0.86 -4.16
C -1.64 0.79 -2.79
C -2.97 0.91 -2.34
C -4.02 1.02 -3.39
C -4.26 2.21 -4.07
C -5.25 2.27 -5.05
C -5.99 1.14 -5.36
C -5.76 -0.05 -4.69
C -4.78 -0.11 -3.71
C -3.41 0.98 -1.00
N -2.64 0.87 0.11
C -3.39 1.18 1.20
C -2.93 1.27 2.53
C -3.95 1.75 3.51
C -4.63 0.89 4.37
C -5.58 1.39 5.24
C -5.85 2.75 5.28
C -5.17 3.61 4.42
C -4.23 3.11 3.55
C -1.62 1.09 3.03
C -1.20 1.16 4.41
C 0.16 1.05 4.42
C 0.59 0.93 3.05
N -0.52 0.92 2.26
C 1.93 0.86 2.58
C 2.39 0.74 1.25
C 3.76 0.60 0.81
C 3.75 0.52 -0.55
C 2.37 0.62 -0.97
N 1.60 0.73 0.14
C 2.99 0.97 3.62
C 3.70 2.15 3.73
C 4.68 2.30 4.71
C 4.97 1.24 5.56
C 4.27 0.05 5.44
C 3.28 -0.08 4.48
C -4.74 1.44 0.76
C -4.76 1.31 -0.59
N -0.54 0.66 -1.99
H 5.59 1.16 -6.16
H 4.72 3.16 -4.99
H 3.03 2.90 -3.21
H 3.07 -1.33 -3.77
H 4.77 -1.08 -5.54
H 0.83 0.85 -5.00
H -1.84 0.96 -5.01
H -3.69 3.09 -3.83
H -5.44 3.19 -5.57
H -6.75 1.19 -6.12
H -6.34 -0.93 -4.93
H -4.60 -1.03 -3.18
H -4.43 -0.17 4.33
H -6.12 0.72 5.90
H -6.61 3.14 5.94
H -5.38 4.67 4.44
H -3.70 3.77 2.87
H -1.86 1.25 5.26
H 0.79 1.06 5.28
H 4.61 0.54 1.46
H 4.59 0.39 -1.21
H 3.48 2.97 3.07
H 5.22 3.23 4.80
H 5.74 1.35 6.31
H 4.49 -0.77 6.11
H 2.73 -1.01 4.40
H -5.56 1.69 1.41
H -5.58 1.44 -1.26
F 1.59 5.20 0.50
C 0.46 4.67 0.98
F 0.17 5.31 2.11
F 0.81 3.37 1.35
C -0.75 4.63 -0.09
O -1.25 5.68 -0.36
O -0.96 3.47 -0.50
C 1.13 -2.44 2.03
C 0.25 -2.62 0.85
N -0.33 -1.67 0.16
C -1.04 -2.30 -0.82
C -0.90 -3.65 -0.72
N -0.06 -3.86 0.36
C 0.32 -5.14 0.88
N 1.01 -5.96 -0.06
N 0.65 -7.25 -0.21
N 1.44 -7.85 -1.00
C 2.39 -6.97 -1.43
C 3.47 -7.13 -2.30
C 4.24 -6.02 -2.54
C 3.96 -4.78 -1.95
C 2.91 -4.60 -1.08
C 2.12 -5.72 -0.82
H 1.15 -1.39 2.29
H 2.15 -2.77 1.82
H 0.75 -3.01 2.89
H -1.62 -1.74 -1.53
H -1.29 -4.46 -1.29
H -0.56 -5.72 1.18
H 0.96 -4.97 1.76
H 3.67 -8.09 -2.75
H 5.09 -6.10 -3.21
H 4.60 -3.94 -2.18
H 2.70 -3.64 -0.64

The value obtained for the LUMO energy (alpha / beta) is -1.431 / -1.431 eV. The HOMO energy (alpha / beta) is -7.14 / -7.14 eV. The total energy is -86261.7461 eV. The energy above the lowest of the compared OMol25 structures with the same formula, charge and spin comes out at 1.170 eV.

2.
Below is C57H40Cl5N2O4P2PbS as an isolated structure in a non-equilibrium geometry, with properties calculated with ωB97M-V with the def2-TZVPD basis set.

Atoms and positions in Å:
Pb -0.40 0.43 0.56
C -0.46 4.27 2.73
O -1.86 4.15 2.91
C -2.66 3.65 1.95
C -4.02 3.85 2.15
C -4.94 3.42 1.21
C -4.53 2.76 0.06
C -3.19 2.43 -0.12
C -2.83 1.63 -1.26
N -1.84 0.82 -1.30
N -1.65 0.07 -2.39
C -0.46 -0.52 -2.50
O 0.47 -0.41 -1.66
C -0.30 -1.41 -3.67
C -1.40 -1.78 -4.43
C -1.25 -2.67 -5.48
C 0.00 -3.19 -5.77
C 1.11 -2.81 -5.03
C 0.96 -1.92 -3.98
C -2.19 2.90 0.81
O -0.94 2.69 0.63
H -0.12 4.90 3.56
H -0.20 4.75 1.79
H 0.04 3.30 2.77
H -4.33 4.36 3.04
H -5.99 3.61 1.38
H -5.26 2.43 -0.65
H -3.46 1.73 -2.14
H -2.37 -1.37 -4.17
H -2.11 -2.96 -6.07
H 0.12 -3.89 -6.58
H 2.08 -3.20 -5.27
H 1.81 -1.62 -3.38
O 3.78 -0.12 1.21
S 2.68 -0.63 0.39
C 3.27 -0.34 -1.32
C 4.16 -1.12 -2.04
C 4.63 -0.66 -3.26
C 4.22 0.57 -3.75
C 3.31 1.33 -3.05
C 2.81 0.86 -1.84
P 1.51 1.75 -0.93
C 2.48 3.03 -0.04
C 2.73 2.92 1.32
C 3.49 3.88 1.96
C 4.01 4.95 1.25
C 3.77 5.05 -0.11
C 3.01 4.09 -0.76
C 0.56 2.70 -2.14
C 0.25 2.21 -3.41
C -0.60 2.93 -4.24
C -1.11 4.15 -3.83
C -0.77 4.66 -2.59
C 0.04 3.93 -1.74
C 2.81 -2.44 0.50
C 4.05 -3.06 0.54
C 4.13 -4.43 0.67
C 2.97 -5.18 0.79
C 1.73 -4.55 0.81
C 1.65 -3.17 0.68
P 0.03 -2.32 0.91
C -0.22 -2.51 2.70
C -1.53 -2.59 3.17
C -1.78 -2.73 4.52
C -0.73 -2.74 5.42
C 0.58 -2.60 4.96
C 0.83 -2.48 3.61
C -1.19 -3.50 0.24
C -1.71 -3.25 -1.02
C -2.68 -4.08 -1.55
C -3.16 -5.15 -0.82
C -2.63 -5.41 0.44
C -1.64 -4.61 0.96
H 4.49 -2.07 -1.66
H 5.33 -1.26 -3.82
H 4.60 0.93 -4.70
H 2.99 2.29 -3.43
H 2.34 2.07 1.88
H 3.68 3.79 3.02
H 4.60 5.70 1.75
H 4.18 5.87 -0.68
H 2.83 4.17 -1.82
H 0.67 1.27 -3.75
H -0.86 2.52 -5.20
H -1.78 4.70 -4.48
H -1.14 5.63 -2.28
H 0.26 4.30 -0.75
H 4.94 -2.45 0.49
H 5.09 -4.92 0.67
H 3.02 -6.25 0.89
H 0.84 -5.14 0.94
H -2.35 -2.58 2.46
H -2.80 -2.83 4.87
H -0.92 -2.85 6.47
H 1.39 -2.59 5.67
H 1.85 -2.37 3.26
H -1.37 -2.40 -1.58
H -3.08 -3.89 -2.54
H -3.94 -5.78 -1.21
H -3.01 -6.24 1.02
H -1.24 -4.83 1.94
Cl 0.64 0.72 3.55
C -1.07 0.60 3.68
C -1.80 0.33 2.54
C -3.17 0.20 2.64
Cl -4.07 -0.24 1.24
C -3.82 0.38 3.86
Cl -5.53 0.28 3.96
C -3.07 0.64 5.01
Cl -3.85 0.84 6.52
C -1.68 0.73 4.93
Cl -0.74 0.96 6.35

The value obtained for the LUMO energy (alpha / beta) is -4.924 / -4.924 eV. The HOMO energy (alpha / beta) is -9.56 / -9.56 eV. The total energy is -168193.0166 eV. The energy above the lowest of the compared OMol25 structures with the same formula, charge and spin comes out at 3.165 eV. The total charge is +1.

Question: The highest energy above the lowest of the compared OMol25 structures with the same formula, charge and spin belongs to which entry?
Answer: C57H40Cl5N2O4P2PbS

Question: What is the formula in the first record?
Answer: C57H39F3LaN9O2

Question: Among the records above, which one has the highest energy above the lowest of the compared OMol25 structures with the same formula, charge and spin?
Answer: C57H40Cl5N2O4P2PbS

Question: Which of these has the highest energy above the lowest of the compared OMol25 structures with the same formula, charge and spin?
Answer: C57H40Cl5N2O4P2PbS